No. 1
Here is the molecule C12H21NO10S3 at a distorted geometry from the Open Molecules 2025 dataset. Energies are from ωB97M-V/def2-TZVPD.

Electronic energy: -67250.37994 eV
Spin multiplicity: 1
ΔE to the lowest compared entry with this formula, charge and spin: 0.00 kcal/mol
Max |F|: 0.0816 Eh/bohr

Atoms and positions in Å:
O 1.839484 2.054774 -0.886903
O 3.132200 -1.457995 0.343096
O 2.760588 -3.667133 1.236464
N -0.124437 -1.867929 2.181060
O 0.590569 -0.172849 -1.269589
O -3.192961 -0.903717 -3.271974
O -5.557037 -0.988775 -1.588236
O -1.807610 -0.720679 0.119572
O -5.152115 -2.086394 1.010497
O 0.998231 -2.637905 -0.355367
O 1.296941 -1.736747 2.175662
S -2.604445 -1.173378 2.597046
C -0.874352 -0.986772 2.831012
C 1.034049 2.945892 1.468479
C 0.414238 1.747454 1.842697
S 2.290042 3.003464 0.121266
C 3.723936 2.153103 0.899499
C -0.357058 0.193902 3.629975
C -0.594275 1.581137 2.968706
C -0.708409 0.021643 -1.872486
C -3.168187 -0.604460 -1.868353
C -2.734671 -1.572576 0.793270
C -4.257277 -1.403999 -1.135050
C -1.774651 -0.933517 -1.318945
C -4.159781 -1.216732 0.369253
S 2.119651 -2.407159 0.863953
H 1.059611 0.686826 -1.192605
H -4.083019 -0.838483 -3.622120
H -6.259216 -1.284574 -0.978118
H -5.095844 -2.048663 1.982815
H 0.835019 -1.714320 -0.633730
H 0.812212 3.900827 1.969672
H 0.696256 0.845568 1.286513
H 3.922221 2.562358 1.891538
H 3.537141 1.094840 1.068899
H 4.652638 2.272440 0.293572
H 0.719626 0.064442 3.825199
H -0.803630 0.117276 4.605722
H -0.439271 2.380772 3.704281
H -1.617097 1.687017 2.603732
H -0.658923 -0.057747 -2.939752
H -1.043594 0.995609 -1.609017
H -3.340676 0.464601 -1.689526
H -2.581392 -2.643622 0.576700
H -4.096557 -2.473794 -1.344027
H -1.580756 -1.974672 -1.540405
H -4.412706 -0.159527 0.654746

Cartesian forces (eV/Å) of the 6 atoms listed first:
O -0.6 -0.9 -1.8
O -3.0 -0.7 1.7
O -2.6 1.8 0.0
N -2.1 0.5 0.3
O -1.2 -0.8 -0.5
O 0.7 0.0 0.7

Quick look at the Mulliken charges, all values in e:
1 O -0.61
2 O -0.56
3 O -0.57
4 N -0.38
5 O -0.60
6 O -0.57
7 O -0.58
8 O 0.03
9 O -0.58
10 O -0.46
11 O -0.15
12 S -0.31
13 C 0.59
14 C -0.67
15 C 0.71
16 S 0.22
17 C -0.75
18 C -1.07
19 C -0.60
20 C -1.13
21 C -0.09
22 C 0.06
23 C -0.19
24 C -0.05
25 C -0.20
26 S 1.08
27 H 0.43
28 H 0.39
29 H 0.40
30 H 0.41
31 H 0.49
32 H 0.38
33 H -0.19
34 H 0.39
35 H 0.16
36 H 0.32
37 H 0.43
38 H 0.47
39 H 0.41
40 H 0.35
41 H 0.37
42 H 0.49
43 H 0.30
44 H 0.45
45 H 0.25
46 H 0.53
47 H 0.20

=====

No. 2
Here is a structure of composition C12H22Cl2CuN3O4Pd at a distorted geometry from the Open Molecules 2025 dataset. Energies are from ωB97M-V/def2-TZVPD.

Electronic energy: -98590.08589 eV
Spin multiplicity: 4
ΔE to the lowest compared entry with this formula, charge and spin: 24.33 kcal/mol
Max |F|: 0.2135 Eh/bohr
<S²>: 3.7654
Net charge: +3

Atoms and positions in Å:
C -14.831370 -8.757200 -25.708190
C -13.549660 -8.431760 -26.439600
N -12.550320 -7.775450 -25.454150
C -11.740210 -8.370170 -24.496950
C -10.891630 -7.320850 -24.002570
N -11.308590 -6.135260 -24.576760
C -12.387060 -6.395150 -25.399720
C -10.623260 -4.873760 -24.571480
H -15.480800 -7.916780 -25.463170
H -14.488130 -9.227850 -24.786900
H -15.396780 -9.468920 -26.309740
H -13.758160 -7.696810 -27.217090
H -13.103230 -9.338490 -26.847840
H -11.724930 -9.444480 -24.387200
H -10.057080 -7.343970 -23.317450
H -12.699810 -5.731300 -26.192110
H -10.310670 -4.610040 -25.581840
H -9.682480 -4.864770 -24.021070
H -11.209740 -4.091730 -24.089230
Cu -7.072650 -9.770220 -23.277450
Pd -8.252730 -7.186870 -20.427350
C -8.583480 -9.783190 -21.064340
O -8.537570 -9.384520 -19.911100
O -7.944080 -10.697350 -21.591530
O -8.427020 -8.849660 -21.813650
Cl -3.838920 -12.183010 -20.195760
C -5.461440 -11.519260 -19.718980
C -5.651690 -10.900160 -18.306980
Cl -5.804910 -12.262550 -17.087790
H -6.271640 -12.193840 -19.995760
H -5.534980 -10.640330 -20.359430
H -6.494920 -10.211900 -18.248910
H -4.766120 -10.398550 -17.916810
C -10.058270 -15.368350 -19.754470
O -10.326820 -15.992990 -20.842780
N -9.537230 -14.146920 -19.783690
C -9.282900 -13.420460 -18.576080
C -9.545010 -13.342080 -21.045340
H -10.220780 -15.730120 -18.727380
H -8.521320 -12.699470 -18.873170
H -8.812320 -14.018430 -17.795640
H -10.127600 -12.791270 -18.295530
H -10.181260 -13.919130 -21.716390
H -9.932620 -12.348240 -20.821400
H -8.557040 -13.326060 -21.505500

Cartesian forces (eV/Å) of the 6 atoms listed first:
C 0.3 -0.5 0.3
C 0.0 0.9 0.9
N -0.4 2.2 0.2
C 1.4 2.7 -0.6
C -2.0 -1.5 -1.0
N -1.8 -2.0 -0.9

Quick look at the Mulliken charges, all values in e:
1 C -0.98
2 C -0.40
3 N 0.16
4 C -0.49
5 C -0.14
6 N 0.15
7 C -0.22
8 C -0.88
9 H 0.32
10 H 0.30
11 H 0.37
12 H 0.25
13 H 0.34
14 H 0.44
15 H 0.37
16 H 0.34
17 H 0.38
18 H 0.30
19 H 0.35
20 Cu 0.59
21 Pd 0.75
22 C 1.46
23 O -0.70
24 O -0.29
25 O -0.70
26 Cl -0.14
27 C 0.05
28 C -0.40
29 Cl -0.17
30 H 0.09
31 H -0.02
32 H 0.16
33 H 0.42
34 C 0.33
35 O -0.14
36 N 0.13
37 C -0.73
38 C -0.90
39 H 0.43
40 H 0.07
41 H 0.42
42 H 0.35
43 H 0.38
44 H 0.28
45 H 0.32

=====

No. 3
Here is a cluster of 3 separate species, C12H22ClFNO6PS2 in total from the Open Molecules 2025 dataset. Energies are from ωB97M-V/def2-TZVPD.

Electronic energy: -72775.39173 eV
Spin multiplicity: 1
ΔE to the lowest compared entry with this formula, charge and spin: 0.00 kcal/mol
Structure (SMILES): O=C1NC[C@H](F)[C@H]1P(O)Cl.O=S1(=O)CCCC1.O=S1(=O)CCCC1
Max |F|: 0.0140 Eh/bohr

Atoms and positions in Å:
O 1.046554 2.540955 -3.426920
C 1.554705 1.612311 -3.977390
N 2.990798 1.455399 -4.136538
C 3.245626 -0.008369 -4.016129
C 1.871824 -0.689631 -3.903386
F 1.871612 -1.913205 -4.572605
C 0.901476 0.328436 -4.508372
P -0.887409 -0.082796 -4.314862
O -1.549560 1.298907 -4.936066
Cl -1.039659 0.344491 -2.323431
H 3.224639 1.775552 -5.071698
H 3.774944 -0.395249 -4.889517
H 3.843987 -0.173770 -3.116014
H 1.605109 -0.871534 -2.853788
H 1.118251 0.320006 -5.589532
H -1.312047 1.376236 -5.871912
C -0.670678 -3.399184 2.538000
C -2.044305 -3.251570 1.870530
C -1.919328 -2.148258 0.814205
S -0.206956 -2.169534 0.272875
O 0.427530 -0.929265 0.646104
O -0.111872 -2.639603 -1.087295
C 0.342798 -3.448825 1.399080
H -0.613787 -4.293446 3.157259
H -0.474495 -2.532022 3.170978
H -2.326213 -4.193193 1.394318
H -2.816891 -3.003370 2.596357
H -2.548603 -2.309478 -0.057605
H -2.099841 -1.163205 1.237920
H 1.363722 -3.228090 1.701312
H 0.304329 -4.394004 0.858082
C -0.363259 3.070310 2.033520
C -1.081915 3.620988 3.274889
C -1.592900 2.417425 4.077756
S -0.458139 1.068423 3.712814
O -1.169200 0.043703 2.991597
O 0.307879 0.730402 4.884922
C 0.550467 1.958418 2.536978
H 0.202693 3.842179 1.515263
H -1.090097 2.660104 1.329545
H -0.378697 4.196529 3.879600
H -1.902546 4.284090 3.005754
H -1.591551 2.581407 5.152089
H -2.581364 2.099080 3.752589
H 0.873858 1.258716 1.768227
H 1.408507 2.353532 3.080499

Cartesian forces (eV/Å) of the 6 atoms listed first:
O 0.0 -0.1 -0.6
C 0.1 0.2 0.4
N -0.5 -0.5 0.0
C 0.1 0.4 0.0
C -0.1 0.0 0.1
F 0.0 0.4 0.1

Quick look at the Mulliken charges, all values in e:
1 O -0.48
2 C 0.32
3 N -0.41
4 C -0.76
5 C 0.58
6 F -0.37
7 C -0.13
8 P 0.20
9 O -0.50
10 Cl -0.11
11 H 0.33
12 H 0.35
13 H 0.27
14 H 0.06
15 H 0.28
16 H 0.32
17 C -0.36
18 C -0.72
19 C -0.56
20 S 1.06
21 O -0.52
22 O -0.69
23 C -0.87
24 H 0.37
25 H 0.15
26 H 0.35
27 H 0.33
28 H 0.48
29 H 0.23
30 H 0.42
31 H 0.35
32 C -0.60
33 C -0.60
34 C -0.74
35 S 1.11
36 O -0.54
37 O -0.74
38 C -0.49
39 H 0.38
40 H 0.28
41 H 0.30
42 H 0.34
43 H 0.35
44 H 0.36
45 H 0.22
46 H 0.35

=====

No. 4
Here is a structure of composition C12H22ClN4 at a distorted geometry from the Open Molecules 2025 dataset. Energies are from ωB97M-V/def2-TZVPD.

Electronic energy: -31270.62992 eV
Spin multiplicity: 1
ΔE to the lowest compared entry with this formula, charge and spin: 172.09 kcal/mol
Max |F|: 0.1314 Eh/bohr
Net charge: +1

Atoms and positions in Å:
C -2.180915 -1.789453 5.561794
C -2.967535 -1.269013 4.257494
N -2.217495 -0.933733 3.137524
C -2.685235 -0.070963 2.141374
C -1.635495 0.076167 1.156874
N -0.560275 -0.689643 1.609114
C -0.971925 -1.336253 2.817114
C 0.736075 -0.776373 0.816884
H -1.557035 -1.109783 6.142234
H -1.615715 -2.659943 5.228804
H -2.992295 -2.218813 6.149514
H -3.660935 -0.504463 4.607864
H -3.611915 -2.119623 4.035384
H -3.675225 0.360457 2.154444
H -1.546245 0.537657 0.184524
H -0.397395 -2.012003 3.433304
H 0.709345 -1.185333 -0.193126
H 1.295425 -1.573313 1.306904
H 1.177285 0.219547 0.856764
C 1.176775 1.818757 -0.068546
C 1.900215 0.690807 -0.864476
N 1.590475 0.765697 -2.318296
C 0.304725 0.600397 -2.894006
C 0.345575 0.807017 -4.251766
N 1.712425 0.845267 -4.567776
C 2.456925 0.949387 -3.410606
C 2.359425 0.936147 -5.861326
H 1.450905 2.718547 -0.619306
H 1.559055 1.785177 0.951664
H 0.090455 1.754667 -0.006106
H 1.451435 -0.267103 -0.601576
H 2.970295 0.795507 -0.685406
H -0.571675 0.509647 -2.269426
H -0.501125 0.752757 -4.920006
H 3.516675 1.156167 -3.434356
H 1.613965 1.134677 -6.631366
H 2.753335 -0.063143 -6.046626
H 3.168325 1.666737 -5.856526
Cl -0.990665 -0.302223 -1.048956

Cartesian forces (eV/Å) of the 6 atoms listed first:
C -0.9 -0.4 -1.9
C -0.8 -1.9 4.1
N 2.1 1.4 -3.2
C 2.8 0.0 -1.9
C -2.4 -0.4 6.3
N -2.0 -1.1 1.6

Quick look at the Mulliken charges, all values in e:
1 C -1.23
2 C -0.31
3 N 0.23
4 C -0.82
5 C -0.03
6 N 0.18
7 C -0.24
8 C -0.76
9 H 0.32
10 H 0.39
11 H 0.37
12 H 0.37
13 H 0.30
14 H 0.41
15 H 0.45
16 H 0.33
17 H 0.65
18 H 0.31
19 H 0.15
20 C -1.09
21 C -0.60
22 N 0.30
23 C 0.13
24 C -0.56
25 N 0.10
26 C -0.20
27 C -0.85
28 H 0.43
29 H 0.44
30 H 0.23
31 H 0.00
32 H 0.29
33 H 0.15
34 H 0.42
35 H 0.39
36 H 0.33
37 H 0.36
38 H 0.30
39 Cl -0.62

=====

No. 5
Here is a cluster of 3 separate species, C12H22ClO9P2 in total from the Open Molecules 2025 dataset. Energies are from ωB97M-V/def2-TZVPD.

Electronic energy: -62322.85233 eV
Spin multiplicity: 1
Max |F|: 0.0181 Eh/bohr
Net charge: +1

Atoms and positions in Å:
C -1.842550 -1.906156 1.470842
C -3.019850 -0.989225 1.656855
O -4.095491 -1.149116 1.148059
O -2.745010 0.071434 2.473643
C -3.483112 1.262952 2.188190
C -2.968612 2.032725 0.951389
C -1.574297 1.588031 0.481980
C -0.760656 2.710666 -0.199972
P 0.929257 2.892399 0.430236
P 1.353562 2.564600 2.630687
O 1.552649 0.961777 2.570111
Cl -0.505129 2.802714 3.389977
H -2.128294 -2.937670 1.667000
H -1.485135 -1.804164 0.442485
H -1.021431 -1.625020 2.133940
H -3.397981 1.889812 3.076527
H -4.542401 1.036401 2.065172
H -2.935872 3.093713 1.210261
H -3.670943 1.900661 0.126944
H -1.026807 1.121714 1.299859
H -1.702906 0.809559 -0.276455
H -1.224164 3.700129 -0.160536
H -0.645229 2.478342 -1.261206
H 1.374684 4.180101 0.125979
H 1.757314 2.022713 -0.284801
H 0.731043 0.444965 2.569156
C 0.481266 -0.342483 -2.990097
C 1.551097 -0.205106 -4.056423
O 1.411497 1.171575 -4.458729
C 0.840639 1.853641 -3.459938
O 0.740363 3.037875 -3.377701
O 0.388028 1.009615 -2.498593
H 0.743363 -1.025998 -2.190852
H -0.486034 -0.628326 -3.403212
H 2.558212 -0.344448 -3.660943
H 1.407015 -0.863208 -4.906963
C 3.674243 -3.623756 0.268589
C 2.701374 -3.025841 1.267220
O 1.675051 -2.497608 0.408132
C 1.713983 -3.182591 -0.763456
O 0.885646 -3.106529 -1.616402
O 2.810587 -3.953230 -0.827376
H 4.178386 -4.515487 0.627713
H 4.416385 -2.903037 -0.077118
H 2.255495 -3.777881 1.918637
H 3.130765 -2.231233 1.871192

Cartesian forces (eV/Å) of the 6 atoms listed first:
C 0.3 0.3 0.3
C -0.6 -0.2 0.1
O 0.4 0.2 -0.1
O 0.5 0.1 -0.5
C -0.6 0.4 0.3
C 0.2 -0.2 0.1

Quick look at the Mulliken charges, all values in e:
1 C -0.76
2 C 0.71
3 O -0.55
4 O -0.38
5 C -0.69
6 C -0.89
7 C 0.20
8 C -0.31
9 P 0.20
10 P 0.19
11 O -0.31
12 Cl -0.06
13 H 0.46
14 H 0.10
15 H 0.19
16 H 0.41
17 H 0.38
18 H 0.43
19 H 0.32
20 H -0.22
21 H 0.24
22 H 0.60
23 H 0.12
24 H 0.20
25 H 0.11
26 H 0.35
27 C 0.27
28 C -0.40
29 O -0.36
30 C 0.60
31 O -0.52
32 O -0.28
33 H -0.23
34 H 0.22
35 H 0.28
36 H 0.34
37 C -0.37
38 C -0.29
39 O -0.17
40 C 0.57
41 O -0.55
42 O -0.34
43 H 0.31
44 H 0.26
45 H 0.30
46 H 0.30